w) # C40H51FN5O16

A cluster of 4 separate species, C40H51FN5O16 in total (ωB97M-V with the def2-TZVPD basis set, OMol25).

Element x y z (Å)
1 H -5.8356 6.2409 4.1537
2 C 8.4058 -0.1070 -2.6521
3 H -3.6359 4.7087 1.8022
4 N -0.8939 -2.9833 -4.5992
5 C 2.0357 -0.4679 5.1505
6 C -2.9151 -0.7605 3.6892
7 C 4.7262 -0.1519 -3.0264
8 H -3.6069 -4.0991 -2.4251
9 H 0.3931 0.1078 6.6387
10 C -1.7585 -3.0094 3.5503
11 H 6.3068 -1.5645 -2.4810
12 H -3.5580 -0.0189 3.2340
13 O -1.0498 5.1343 1.9325
14 H 2.0713 -1.3820 -4.7018
15 H 2.0232 3.0069 5.3232
16 C -1.2316 -2.8524 4.7689
17 O -2.6361 0.4804 5.6448
18 C -0.6692 0.2983 -0.2560
19 H 3.3585 -1.6551 3.8872
20 H -2.1515 0.3612 6.4830
21 O -0.0602 6.6668 3.8801
22 H -2.5108 2.5998 -0.2429
23 C -1.8683 5.6080 2.7030
24 H 2.7286 0.2810 -4.6251
25 H 0.3268 0.1946 -4.0363
26 H -5.4011 -2.2470 -2.8503
27 H 4.8184 0.2531 -2.0153
28 H -3.9667 -2.2610 -4.7436
29 H 3.0830 -1.1527 -2.0531
30 H 1.2831 0.6885 -2.6391
31 C 0.4852 -1.3573 -2.5066
32 H -1.8845 7.6903 5.4893
33 H -2.0308 -3.9776 1.9840
34 H -7.7705 -3.0024 -0.1900
35 H -6.0927 -3.3488 -4.0534
36 C -2.7268 -0.6537 -1.1313
37 C -4.1491 -3.9631 -3.3613
38 H -4.3599 -4.9459 -3.7893
39 C 3.1052 -0.6445 4.1759
40 H 5.9037 -1.5896 -4.1891
41 H 0.7622 -2.2612 -3.0433
42 C -3.3656 -3.1021 -4.3908
43 N -2.0612 -2.6235 -3.8789
44 O -3.4877 -0.0803 -0.2292
45 O -7.6853 -3.8424 -2.1273
46 O -5.4573 5.7210 3.4192
47 C -3.2975 5.3567 2.5987
48 C -0.5811 1.7763 -0.7937
49 C -1.4987 -1.6390 5.5301
50 C 3.3706 1.8207 4.0848
51 H 8.4122 0.6879 -1.9008
52 H -3.5479 -0.7051 0.5183
53 C -2.6233 -1.9599 2.9289
54 O 0.6602 1.0262 6.4276
55 C 1.0503 -0.1575 -3.2945
56 H 8.3924 -1.0659 -2.1227
57 C 3.7337 0.4248 3.6725
58 C -2.0551 -1.8371 -2.8146
59 H 9.6723 0.5218 -4.3298
60 C -6.3253 -4.0123 -2.0396
61 C -8.1581 -2.8644 -1.2049
62 H 11.8304 0.0232 -2.7690
63 H -1.2602 2.6792 1.0815
64 O 0.0652 -5.0279 -3.8104
65 O -3.0515 -2.1543 1.7961
66 N -3.1320 -1.4316 -2.1322
67 C -1.3813 6.4867 3.8151
68 C 2.3478 -0.5552 -4.0362
69 O 4.7160 0.3209 2.7768
70 H -1.1901 0.3083 0.6999
71 H -7.9749 -1.2615 -2.7163
72 H 0.4523 2.1203 -0.8535
73 O -1.0301 -1.4321 6.6296
74 C 2.2861 1.9963 5.0438
75 F -1.0948 1.7829 -2.0848
76 H 10.0872 -1.0620 -3.6857
77 C 6.0273 -0.9260 -3.3251
78 H -3.1474 -3.7340 -5.2519
79 O 1.4232 -1.3883 5.6567
80 H -9.2406 -2.9875 -1.1334
81 H 4.9992 1.2346 2.5849
82 C 3.4646 -1.0630 -3.0752
83 C -0.4661 -4.1020 -4.2232
84 H 7.5980 -0.1703 -4.6509
85 H -1.2032 3.7442 -0.3287
86 H -0.5991 -3.5992 5.2267
87 C -2.2244 7.0534 4.6850
88 H -8.6635 -0.7798 -1.1792
89 H 6.8498 1.0547 -3.5915
90 H 4.6435 0.6342 -3.7826
91 H 3.7783 -2.0510 -3.4255
92 H 0.3168 6.1572 3.1407
93 C 10.9111 0.5840 -2.5722
94 C -7.8918 -1.4088 -1.6380
95 N -1.3857 -0.5423 -1.2087
96 C 9.7636 -0.0550 -3.4045
97 C -4.1432 5.9206 3.4704
98 C -3.6591 6.8210 4.5686
99 O -1.5416 -4.1048 2.8153
100 H -6.9353 -1.0381 -1.2564
101 C 7.2235 0.0272 -3.6451
102 N -0.9447 -1.2792 -2.2339
103 H 11.0920 1.6128 -2.8942
104 O -5.8035 -4.6443 -1.1756
105 H 1.0211 -1.4095 -1.5555
106 C 1.6578 0.9269 5.5456
107 O -4.4799 7.3139 5.3146
108 C -2.3941 -0.5991 4.9146
109 C -1.4572 2.7371 0.0111
110 O 3.9903 2.7466 3.5997
111 H 10.7264 0.5581 -1.4962
112 H 0.3460 -0.0484 -0.0554
113 C -5.5229 -3.2992 -3.1177

Output
LUMO energy: -4.1677 eV
HOMO-LUMO gap: 7.294 eV
2S+1: 1
HOMO level: -11.462 eV
Net charge: +1

***

x) # C40H51FN5O16

A cluster of 4 separate species, C40H51FN5O16 in total (ωB97M-V with the def2-TZVPD basis set, OMol25).

Element x y z (Å)
1 O -0.0089 -5.0677 -3.7933
2 H 0.2921 0.2592 -4.0906
3 O 4.1329 2.5314 3.7491
4 C -1.1234 -2.9648 4.8850
5 O 4.8122 0.0437 2.9343
6 H -3.6858 -4.1666 -2.3948
7 C -1.5402 2.7867 -0.0216
8 H -0.4841 -3.7211 5.3189
9 O 1.4634 -1.5407 5.8212
10 O -3.0061 -2.2058 1.9635
11 C -4.2408 -4.0196 -3.3575
12 H 2.0919 -1.3401 -4.7941
13 N -0.9888 -3.0332 -4.6605
14 H -8.8384 -0.6098 -1.2988
15 C 3.8208 0.2094 3.8320
16 C 2.4037 1.8229 5.1814
17 H -2.6286 2.6251 -0.2734
18 C 0.4645 -1.3552 -2.5320
19 H -3.4722 -0.1090 3.4569
20 H 10.2938 -1.0254 -3.7693
21 O -0.8878 -1.5933 6.7792
22 C -5.6485 -3.3025 -3.1304
23 C -2.5447 -2.0458 3.0879
24 O -1.4490 -4.2033 2.9221
25 H -3.7334 4.7415 1.6896
26 C -2.8204 -0.8582 3.8868
27 N -1.3908 -0.5518 -1.2032
28 C 7.3709 0.0994 -3.6897
29 N -2.1190 -2.6550 -3.9122
30 H 3.1212 -1.1244 -2.0792
31 H -2.0204 0.2319 6.6844
32 C -6.5200 -4.0018 -2.0350
33 H -7.0658 -0.9192 -1.3575
34 C 9.9528 0.0073 -3.4644
35 H 0.4445 2.1711 -0.9188
36 C -1.6681 -3.1027 3.6729
37 O -4.6597 7.4410 5.1143
38 C -1.3771 -1.7647 5.6804
39 O -3.5177 -0.0235 -0.0544
40 C -8.0532 -1.2916 -1.7497
41 H 1.2773 0.7579 -2.6458
42 C 1.0346 -0.1103 -3.3281
43 C -2.2797 -0.7180 5.1036
44 H -8.1342 -1.1624 -2.8600
45 H 5.1274 0.9444 2.7228
46 H 9.8500 0.6128 -4.4076
47 H 2.7712 0.3810 -4.7019
48 H 6.4423 -1.5604 -2.5214
49 C 6.1481 -0.8890 -3.3769
50 O -6.0052 -4.6323 -1.1423
51 H 0.3888 -0.0242 -0.0328
52 C -2.7724 -0.6114 -1.0192
53 H 11.3231 1.7185 -2.9681
54 C -3.4506 -3.1393 -4.4161
55 H -3.2499 -3.8066 -5.3043
56 H -4.4779 -5.0290 -3.7937
57 C 1.7409 0.7804 5.6921
58 H -7.9740 -2.8581 -0.2023
59 H -1.1828 0.3261 0.7653
60 H -9.4854 -2.8392 -1.1742
61 O -5.6055 5.7335 3.2440
62 C -4.2867 5.9902 3.3124
63 H 8.5784 -1.0544 -2.1362
64 H -6.0131 6.2619 3.9586
65 C -2.1138 -1.8693 -2.8388
66 H 1.0384 -1.4004 -1.5585
67 H -4.0760 -2.2797 -4.7745
68 O -7.9145 -3.7998 -2.1475
69 C -0.6651 0.2965 -0.2361
70 C -2.4020 7.2112 4.4898
71 H 8.5903 0.7465 -1.8815
72 H 0.1961 6.3578 3.0121
73 C 3.1594 -0.8331 4.3455
74 O -0.2100 6.8797 3.7302
75 H 3.3873 -1.8536 4.0689
76 H -5.5025 -2.2209 -2.8734
77 C -3.4187 5.4256 2.4660
78 H 12.0768 0.0653 -2.8697
79 C -3.8343 6.9365 4.3780
80 C 4.8036 -0.0962 -3.0581
81 C -8.3608 -2.7638 -1.2531
82 H 10.9838 0.6221 -1.5192
83 H 6.0413 -1.5550 -4.2811
84 C 3.5119 -1.0206 -3.1283
85 H 0.4226 0.0409 6.7910
86 C -1.9909 5.7190 2.5633
87 C -0.6129 1.7924 -0.8326
88 H 2.1654 2.8439 5.4471
89 H 7.7661 -0.0861 -4.7275
90 C 3.4937 1.6135 4.2283
91 H -6.2153 -3.3595 -4.1093
92 H 4.7255 0.7239 -3.8280
93 O -2.5222 0.3659 5.8566
94 H -3.5504 -0.6758 0.6906
95 O -1.1672 5.2369 1.8024
96 C 2.3740 -0.4915 -4.1046
97 N -3.1856 -1.4171 -2.0704
98 C -1.5352 6.6438 3.6456
99 O 0.7311 0.9447 6.5715
100 H 6.9804 1.1507 -3.6134
101 H -1.3270 2.7710 1.0769
102 H -2.0852 7.8835 5.2754
103 H -1.2999 3.8180 -0.4172
104 C -0.5955 -4.1800 -4.2623
105 H 0.7768 -2.2706 -3.0994
106 N -0.9807 -1.2881 -2.2431
107 C 2.0854 -0.6240 5.3163
108 H -1.9484 -4.0635 2.0957
109 H 4.8935 0.2896 -2.0089
110 C 11.1411 0.6550 -2.6295
111 C 8.5734 -0.0565 -2.6669
112 H 3.8337 -2.0302 -3.5111
113 F -1.1742 1.7560 -2.1547

Output
LUMO energy: -4.1506 eV
HOMO-LUMO gap: 7.335 eV
2S+1: 1
HOMO level: -11.486 eV
Net charge: +1

***

What should be chosen as the most stable of them? Choose w).